Record 1
Density functional theory data (the ωB97M-V functional and the def2-TZVPD basis) for a cluster of 10 separate species, C56H49Cl2N9O18 in total at a distorted geometry.

```
! wB97M-V def2-TZVPD RIJCOSX def2/J DEFGRID3
* xyz 0 1
O 3.201 10.945 -0.284
N 2.725 9.783 -0.318
O 1.671 9.439 0.233
C 3.338 8.855 -1.256
C 4.505 9.222 -1.910
C 5.107 8.330 -2.786
C 4.531 7.088 -3.044
C 3.361 6.730 -2.349
C 2.784 7.534 -1.401
H 4.917 10.219 -1.861
H 6.031 8.600 -3.276
H 4.979 6.526 -3.851
H 2.866 5.808 -2.617
H 1.947 7.212 -0.798
O 5.034 4.294 5.408
N 5.390 5.383 4.923
O 4.698 6.150 4.284
C 6.778 5.763 5.014
C 7.218 6.222 6.292
C 8.519 6.530 6.431
C 9.421 6.432 5.372
C 9.025 6.124 4.098
C 7.678 5.759 3.936
H 6.558 6.494 7.102
H 8.852 6.772 7.430
H 10.484 6.588 5.480
H 9.726 6.095 3.277
H 7.381 5.394 2.964
O -12.919 1.502 -7.161
N -12.570 1.191 -6.050
O -13.365 0.902 -5.132
C -11.095 1.125 -5.814
C -10.604 0.884 -4.500
C -9.246 0.753 -4.236
C -8.352 1.122 -5.258
C -8.794 1.422 -6.529
C -10.142 1.385 -6.807
H -11.178 0.899 -3.585
H -8.882 0.666 -3.223
H -7.313 1.180 -4.967
H -8.183 1.632 -7.394
H -10.458 1.685 -7.795
O -7.011 3.884 1.806
N -8.178 4.165 1.909
O -8.694 5.278 1.878
C -9.120 3.047 2.104
C -10.484 3.241 2.075
C -11.379 2.231 1.949
C -10.901 0.917 2.019
C -9.551 0.652 2.313
C -8.677 1.714 2.256
H -10.963 4.209 2.069
H -12.433 2.462 1.904
H -11.581 0.078 1.999
H -9.209 -0.364 2.439
H -7.640 1.416 2.319
O -2.592 -1.951 6.854
N -3.093 -3.038 6.600
O -2.726 -3.667 5.654
C -4.103 -3.629 7.458
C -5.039 -2.892 8.179
C -5.936 -3.389 9.107
C -5.973 -4.764 9.293
C -5.183 -5.590 8.401
C -4.338 -5.024 7.428
H -5.125 -1.826 8.027
H -6.653 -2.781 9.640
H -6.554 -5.217 10.083
H -5.280 -6.659 8.519
H -3.767 -5.725 6.836
O 10.707 2.227 -1.360
N 10.210 2.130 -2.448
O 10.759 2.394 -3.531
C 8.819 1.823 -2.462
C 8.134 1.584 -3.669
C 6.824 1.168 -3.669
C 6.141 1.044 -2.448
C 6.733 1.297 -1.234
C 8.109 1.567 -1.255
H 8.530 1.798 -4.651
H 6.309 0.999 -4.603
H 5.141 0.639 -2.388
H 6.174 1.276 -0.310
H 8.688 1.693 -0.352
O -4.406 -4.886 -2.539
N -4.464 -5.134 -1.296
O -4.816 -4.284 -0.422
C -4.286 -6.509 -0.814
C -4.796 -6.898 0.425
C -4.925 -8.242 0.672
C -4.473 -9.236 -0.149
C -3.794 -8.873 -1.336
C -3.726 -7.480 -1.641
H -5.186 -6.197 1.149
H -5.359 -8.539 1.615
H -4.543 -10.287 0.090
H -3.346 -9.627 -1.965
H -3.201 -7.095 -2.503
O 7.413 -5.009 -0.186
N 7.734 -4.571 0.908
O 8.892 -4.715 1.313
C 6.662 -3.966 1.678
C 5.380 -3.909 1.143
C 4.310 -3.525 1.967
C 4.468 -3.356 3.348
C 5.731 -3.414 3.867
C 6.798 -3.763 3.050
H 5.177 -4.154 0.111
H 3.334 -3.468 1.508
H 3.641 -3.043 3.969
H 5.862 -3.369 4.938
H 7.753 -3.910 3.532
O 7.157 -6.774 -7.169
N 6.764 -5.668 -7.596
O 7.330 -5.015 -8.554
C 5.490 -5.110 -7.050
C 4.952 -5.585 -5.845
C 3.638 -5.190 -5.489
C 3.030 -4.174 -6.151
C 3.645 -3.543 -7.215
C 4.897 -3.952 -7.578
H 5.448 -6.382 -5.310
H 3.265 -5.627 -4.575
H 2.038 -3.899 -5.825
H 3.133 -2.775 -7.776
H 5.327 -3.360 -8.372
Cl 0.086 1.507 0.950
C -1.539 0.836 0.367
C -1.891 1.476 -0.968
Cl -0.981 0.891 -2.291
H -2.274 1.042 1.144
H -1.431 -0.236 0.203
H -1.704 2.543 -0.842
H -2.934 1.397 -1.274
*
```

## Properties
Energy above the lowest of the compared OMol25 structures with the same formula, charge and spin: 518.2 kJ/mol
E_tot: -4929.8532 a.u.
HOMO-LUMO gap: 8.6 eV
SMILES: O=[N+]([O-])c1ccccc1.O=[N+]([O-])c1ccccc1.O=[N+]([O-])c1ccccc1.O=[N+]([O-])c1ccccc1.O=[N+]([O-])c1ccccc1.O=[N+]([O-])c1ccccc1.O=[N+]([O-])c1ccccc1.O=[N+]([O-])c1ccccc1.O=[N+]([O-])c1ccccc1.ClCCCl
M: 1206.959 g mol⁻¹


Record 2
Density functional theory data (the ωB97M-V functional and the def2-TZVPD basis) for a structure of composition C56H52AsCuN2OSi.

```
! wB97M-V def2-TZVPD RIJCOSX def2/J DEFGRID3
* xyz 0 1
Cu 1.109 -0.236 0.004
C 0.841 -2.519 3.762
C 0.111 -1.270 4.155
C -0.890 -1.282 5.119
C -1.538 -0.113 5.488
C -1.195 1.085 4.879
C -0.213 1.135 3.898
C 0.134 2.411 3.183
C 0.438 -0.053 3.557
N 1.378 0.028 2.502
C 2.625 0.039 2.710
C 3.318 -0.256 4.011
C 3.470 0.434 1.534
C 4.746 1.157 1.847
N 3.011 0.234 0.362
C 3.745 0.745 -0.760
C 4.547 -0.128 -1.491
C 4.726 -1.553 -1.047
C 5.191 0.365 -2.619
C 5.051 1.693 -2.993
C 4.277 2.549 -2.227
C 3.613 2.096 -1.091
C 2.841 3.040 -0.211
H 0.333 -3.407 4.131
H 1.864 -2.534 4.148
H 0.921 -2.592 2.680
H -1.158 -2.224 5.584
H -2.311 -0.137 6.245
H -1.709 2.000 5.151
H -0.575 3.198 3.432
H 0.118 2.256 2.102
H 1.137 2.759 3.451
H 2.623 -0.703 4.718
H 3.723 0.654 4.458
H 4.152 -0.939 3.841
H 4.561 1.914 2.611
H 5.161 1.632 0.961
H 5.488 0.463 2.249
H 3.786 -1.972 -0.683
H 5.442 -1.620 -0.223
H 5.101 -2.172 -1.861
H 5.810 -0.303 -3.206
H 5.555 2.062 -3.877
H 4.177 3.591 -2.506
H 2.585 3.947 -0.755
H 3.448 3.334 0.652
H 1.917 2.589 0.153
C 1.401 -6.361 0.475
C 0.085 -6.041 0.778
C -0.429 -4.794 0.450
C 0.373 -3.853 -0.184
C 1.688 -4.182 -0.494
C 2.203 -5.429 -0.170
As -0.252 -2.063 -0.715
C -2.100 -2.251 -0.212
C -2.665 -1.933 1.010
C -4.006 -2.222 1.228
C -4.759 -2.817 0.223
C -4.192 -3.116 -1.008
C -2.851 -2.833 -1.236
C -2.116 -3.050 -2.502
C -2.646 -3.581 -3.671
C -1.858 -3.666 -4.810
C -0.542 -3.221 -4.795
C 0.003 -2.700 -3.627
C -0.782 -2.631 -2.491
H 1.799 -7.333 0.737
H -0.548 -6.767 1.273
H -1.458 -4.561 0.695
H 2.315 -3.461 -1.009
H 3.228 -5.671 -0.420
H -2.072 -1.458 1.785
H -4.463 -1.982 2.179
H -5.806 -3.033 0.394
H -4.800 -3.558 -1.786
H -3.676 -3.916 -3.704
H -2.277 -4.072 -5.722
H 0.058 -3.277 -5.694
H 1.029 -2.353 -3.610
O -0.065 1.284 -0.132
Si -1.237 2.193 -0.689
C -0.615 3.467 -1.940
C -1.313 4.625 -2.292
C -0.845 5.482 -3.279
C 0.329 5.185 -3.957
C 1.025 4.026 -3.646
C 0.557 3.185 -2.645
C -2.128 2.984 0.777
C -2.212 4.350 1.050
C -2.856 4.823 2.189
C -3.439 3.933 3.079
C -3.358 2.568 2.835
C -2.704 2.106 1.703
C -2.527 1.244 -1.701
C -2.116 0.655 -2.901
C -3.013 0.013 -3.741
C -4.354 -0.066 -3.389
C -4.785 0.502 -2.200
C -3.880 1.153 -1.370
H -2.256 4.855 -1.808
H -1.401 6.379 -3.526
H 0.694 5.850 -4.731
H 1.932 3.775 -4.183
H 1.116 2.288 -2.398
H -1.750 5.063 0.379
H -2.907 5.888 2.378
H -3.951 4.300 3.960
H -3.798 1.863 3.532
H -2.632 1.036 1.533
H -1.073 0.719 -3.199
H -2.668 -0.420 -4.672
H -5.059 -0.569 -4.040
H -5.831 0.444 -1.920
H -4.239 1.607 -0.452
*
```

## Properties
Energy above the lowest of the compared OMol25 structures with the same formula, charge and spin: 0.0 kJ/mol
E_tot: -6515.7869 a.u.
HOMO-LUMO gap: 7.8 eV
M: 935.599 g mol⁻¹